Record 1
Entry from the Open Molecules 2025 dataset: one molecule with the formula C4H6O2 (the ωB97M-V functional and the def2-TZVPD basis).

Properties
relative energy (zero: lowest compared OMol25 entry of this formula, charge and spin) = 48.57 kcal/mol
HOMO-LUMO gap = 10.3 eV
highest occupied orbital energy = -0.3416 Ha
LUMO level = 0.9653 eV
SMILES = C=COCC=O
total energy = -8338.3549 eV

```
! RIJCOSX wB97M-V def2-TZVPD def2/J DEFGRID3
* xyz 0 1
C -1.43 0.50 -0.09
C -0.94 0.05 1.06
O 0.13 -0.79 1.19
C 0.90 -0.90 0.01
C 1.10 0.42 -0.72
O 1.19 0.48 -1.92
H -2.08 1.37 -0.10
H -1.18 0.07 -1.05
H -1.31 0.36 2.04
H 1.90 -1.24 0.33
H 0.49 -1.63 -0.69
H 1.22 1.32 -0.07
*
```

Atom charges from the Mulliken analysis, given in e for atoms 1 to 4:
1. C -0.841
2. C 0.119
3. O -0.354
4. C -0.321

Record 2
Entry from the Open Molecules 2025 dataset: one molecule with the formula C4H6O2 (the ωB97M-V functional and the def2-TZVPD basis).

Properties
relative energy (zero: lowest compared OMol25 entry of this formula, charge and spin) = 98.01 kcal/mol
HOMO-LUMO gap = 8.9 eV
highest occupied orbital energy = -0.3153 Ha
LUMO level = 0.3642 eV
total energy = -8336.2108 eV

```
! RIJCOSX wB97M-V def2-TZVPD def2/J DEFGRID3
* xyz 0 1
C -1.22 -0.74 -1.59
C -0.53 -0.38 0.38
O -0.03 -0.77 -0.76
C 0.55 0.09 1.26
C 1.26 1.30 0.72
O 1.23 2.41 1.21
H -1.23 0.19 -2.17
H -2.17 -0.80 -1.01
H -1.06 -1.60 -2.18
H 0.08 0.30 2.20
H 1.26 -0.74 1.34
H 1.85 1.17 -0.19
*
```

Atom charges from the Mulliken analysis, given in e for atoms 1 to 4:
1. C -0.463
2. C -0.492
3. O -0.168
4. C -0.134

Record 3
Entry from the Open Molecules 2025 dataset: one molecule with the formula C4H6O2 (the ωB97M-V functional and the def2-TZVPD basis).

Properties
relative energy (zero: lowest compared OMol25 entry of this formula, charge and spin) = 28.44 kcal/mol
HOMO-LUMO gap = 10.6 eV
highest occupied orbital energy = -0.3622 Ha
LUMO level = 0.7556 eV
SMILES = CC(C=O)C=O
total energy = -8339.2278 eV

```
! RIJCOSX wB97M-V def2-TZVPD def2/J DEFGRID3
* xyz 0 1
C 0.29 0.35 -1.20
C -0.45 0.11 0.13
C -0.60 -1.36 0.48
O -1.67 -1.89 0.67
C 0.50 0.82 1.05
O 1.46 0.29 1.54
H 0.25 1.42 -1.48
H 1.34 0.05 -1.15
H -0.23 -0.24 -1.95
H -1.45 0.55 0.07
H 0.35 -1.92 0.58
H 0.33 1.91 1.11
*
```

Atom charges from the Mulliken analysis, given in e for atoms 1 to 4:
1. C -1.296
2. C 0.471
3. C -0.186
4. O -0.472

Record 4
Entry from the Open Molecules 2025 dataset: C4H6O2 as an isolated structure (the ωB97M-V functional and the def2-TZVPD basis).

Properties
relative energy (zero: lowest compared OMol25 entry of this formula, charge and spin) = 19.59 kcal/mol
HOMO-LUMO gap = 11.4 eV
highest occupied orbital energy = -0.3848 Ha
LUMO level = 0.8979 eV
total energy = -8339.6118 eV

```
! RIJCOSX wB97M-V def2-TZVPD def2/J DEFGRID3
* xyz 0 1
C 1.37 -0.34 -0.03
C -0.11 -0.28 0.47
C -0.84 1.05 0.30
O -1.49 0.56 -0.87
C -0.92 -0.70 -0.71
O -1.08 -1.68 -1.37
H 1.95 0.25 0.67
H 1.76 -1.36 -0.03
H 1.57 0.06 -1.03
H -0.32 -0.80 1.41
H -0.28 1.95 0.10
H -1.58 1.28 1.07
*
```

Atom charges from the Mulliken analysis, given in e for atoms 1 to 4:
1. C -1.328
2. C 0.319
3. C -0.451
4. O -0.357

Record 5
Entry from the Open Molecules 2025 dataset: C4H6O2 as an isolated structure (the ωB97M-V functional and the def2-TZVPD basis).

Properties
relative energy (zero: lowest compared OMol25 entry of this formula, charge and spin) = 98.50 kcal/mol
HOMO-LUMO gap = 9.0 eV
highest occupied orbital energy = -0.3141 Ha
LUMO level = 0.4932 eV
total energy = -8336.1897 eV

```
! RIJCOSX wB97M-V def2-TZVPD def2/J DEFGRID3
* xyz 0 1
C 0.88 1.24 0.93
C -0.20 0.30 0.62
O -0.80 0.43 -1.16
C -0.67 -1.02 -1.14
C -0.07 -1.09 0.27
O 0.35 -2.03 0.91
H 1.21 0.87 1.91
H 1.74 1.21 0.25
H 0.54 2.27 1.06
H -1.47 0.64 -0.47
H 0.05 -1.29 -1.92
H -1.62 -1.53 -1.31
*
```

Atom charges from the Mulliken analysis, given in e for atoms 1 to 4:
1. C -0.905
2. C -0.221
3. O -0.384
4. C -0.272

Record 6
Entry from the Open Molecules 2025 dataset: a 2-piece molecular cluster, C4H6O2 overall (the ωB97M-V functional and the def2-TZVPD basis).

Properties
relative energy (zero: lowest compared OMol25 entry of this formula, charge and spin) = 143.61 kcal/mol
HOMO-LUMO gap (alpha / beta) = 7.8 / 7.8 eV
highest occupied orbital energy (alpha / beta) = -0.2912 / -0.2911 Ha
LUMO level (alpha / beta) = -0.0977 / -0.0979 eV
total energy = -8334.2336 eV

```
! RIJCOSX wB97M-V def2-TZVPD def2/J DEFGRID3
* xyz 0 1
O 0.06 1.20 -1.26
C 0.22 0.05 -0.53
C -0.89 -1.07 -0.51
C -0.68 -0.27 0.68
C 1.48 -0.32 -0.16
O 2.51 -0.81 0.03
H -0.46 1.77 -0.67
H -0.70 -2.13 -0.52
H -1.60 -0.72 -1.26
H -0.16 -0.83 1.47
H -0.24 1.42 1.37
H 0.47 1.72 1.37
*
```

Atom charges from the Mulliken analysis, given in e for atoms 1 to 4:
1. O -0.523
2. C -0.089
3. C -0.287
4. C -0.664